[1]
76
Properties=species:S:1:pos:R:3:forces:R:3 method="wB97M-V/def2-TZVPD" energy_ha=-2741.89451 fmax_ev_per_a=0.32 homo_energy_ev=-6.72 charge=0
Pt 1.260718 0.542964 0.805942 0.0 0.1 0.2
Te -1.389314 -2.943922 -1.817081 0.0 0.1 0.1
C -3.368375 -2.170715 -1.724975 0.0 0.0 0.0
C -4.456373 -2.987462 -1.446910 0.0 0.0 0.0
C -5.718408 -2.416852 -1.344420 0.0 0.0 0.0
N -5.958400 -1.116615 -1.491428 0.0 0.0 0.0
C -4.910236 -0.341662 -1.768040 0.0 0.0 0.0
C -3.612996 -0.813327 -1.901208 0.0 0.0 0.0
C -0.505851 -1.592572 -0.545134 0.1 -0.2 -0.2
P 0.453935 -0.288386 -1.113926 0.1 -0.1 0.0
C -0.455978 0.870970 -2.169381 0.0 0.0 0.0
C -0.715009 0.547541 -3.501424 0.0 0.0 0.0
C -1.545408 1.352831 -4.267007 0.0 0.0 0.0
C -2.116776 2.489787 -3.711822 0.0 0.0 0.0
C -1.846579 2.828159 -2.392585 0.0 0.0 0.0
C -1.018728 2.023017 -1.624134 0.1 0.0 0.0
C 1.881440 -0.769646 -2.135348 0.0 -0.1 0.0
C 2.368020 -2.067346 -2.014938 0.0 0.0 0.0
C 3.497236 -2.459840 -2.719365 0.0 0.0 0.0
C 4.146525 -1.554379 -3.545413 0.0 0.0 0.0
C 3.668488 -0.255491 -3.665361 0.0 0.0 0.0
C 2.542248 0.137643 -2.960586 0.0 0.0 0.0
P -0.084145 -1.795145 1.194714 -0.1 0.0 0.0
C -0.833060 -0.196804 1.854589 0.1 0.0 0.0
C -0.434355 0.281539 3.110094 -0.1 -0.1 0.1
C -1.079408 1.360328 3.705217 0.0 0.0 0.0
C -2.139427 1.969054 3.057880 0.0 0.0 0.0
C -2.560033 1.506456 1.810450 0.0 0.0 0.0
C -1.911378 0.446356 1.214710 0.1 0.0 0.0
C -1.294710 -2.999493 1.863266 -0.1 0.0 -0.1
C -2.670635 -2.848522 1.706645 0.0 0.0 0.0
C -3.540575 -3.801000 2.209676 0.0 0.0 0.0
C -3.041221 -4.915545 2.875142 0.0 0.0 0.0
C -1.673751 -5.073833 3.033801 0.0 0.0 0.0
C -0.802139 -4.116281 2.528221 0.0 0.0 0.0
H -4.328939 -4.050760 -1.285184 0.0 0.0 0.0
H -6.579286 -3.038818 -1.120612 0.0 0.0 0.0
H -5.118919 0.715782 -1.898309 0.0 0.0 0.0
H -2.809518 -0.125133 -2.135449 -0.1 0.0 0.0
H -0.282748 -0.345904 -3.934552 0.0 0.0 0.0
H -1.750442 1.087932 -5.296151 0.0 0.0 0.0
H -2.766963 3.115996 -4.309214 0.0 0.0 0.0
H -2.278431 3.722803 -1.962126 0.0 0.0 0.0
H -0.799362 2.288701 -0.597418 0.0 0.0 0.0
H 1.856851 -2.764166 -1.360250 0.0 0.0 0.0
H 3.868173 -3.472122 -2.623754 0.0 0.0 0.0
H 5.025513 -1.859872 -4.098621 0.0 0.0 0.0
H 4.175584 0.451304 -4.309991 0.0 0.0 0.0
H 2.173143 1.151620 -3.050166 0.0 0.0 0.0
H 0.382949 -0.208209 3.624208 0.0 0.0 0.0
H -0.752954 1.719220 4.672900 0.0 0.0 0.0
H -2.643184 2.808855 3.520076 0.0 0.0 0.0
H -3.395591 1.979320 1.309088 0.0 0.0 0.0
H -2.217792 0.078910 0.242923 0.0 0.0 0.0
H -3.063844 -1.984593 1.183494 0.0 0.0 0.0
H -4.608704 -3.676594 2.081151 0.0 0.0 0.0
H -3.721610 -5.659567 3.269760 0.0 0.0 0.0
H -1.283217 -5.941816 3.549573 0.0 0.0 0.0
H 0.268641 -4.233710 2.645835 0.0 0.0 0.0
C 3.470278 2.258661 4.195946 0.0 0.0 0.0
C 3.095722 1.950034 2.769686 0.1 0.0 -0.1
O 2.231331 1.066214 2.630114 -0.2 0.3 -0.1
C 3.758576 2.634231 1.679716 -0.1 -0.1 0.1
C 4.719008 3.627493 2.001393 0.0 0.0 0.0
C 5.467703 4.263432 1.054113 0.0 0.0 0.0
C 5.287555 3.908708 -0.294313 0.0 0.0 0.0
C 4.372311 2.961384 -0.651436 0.0 0.0 0.0
C 3.559599 2.302809 0.309530 0.0 0.0 0.0
O 2.719588 1.445672 -0.195238 0.0 0.0 0.0
H 2.864809 1.640666 4.852523 0.0 0.0 0.0
H 3.290041 3.310294 4.420085 0.0 0.0 0.0
H 4.525962 2.054611 4.374615 0.0 0.0 0.0
H 4.866209 3.890026 3.039053 0.0 0.0 0.0
H 6.188789 5.017644 1.335309 0.0 0.0 0.0
H 5.876861 4.394202 -1.062469 0.0 0.0 0.0
H 4.220962 2.682931 -1.685698 0.0 0.0 0.0



[2]
74
Properties=species:S:1:pos:R:3:forces:R:3 method="wB97M-V/def2-TZVPD" energy_ha=-2955.67286 fmax_ev_per_a=0.32 multiplicity=6 homo_energy_ev="-11.06 / -14.48" charge=+2
Pt -1.650054 -0.114519 -1.076008 0.1 0.0 0.0
C -2.228488 3.229406 -2.167335 0.0 0.0 0.0
Si -1.105197 2.227985 -1.077544 0.0 0.0 0.0
C 0.705639 2.507623 -1.557059 0.0 0.0 0.0
C 1.011061 3.797619 -1.978824 0.0 0.1 0.0
C 2.303384 4.182957 -2.325716 0.0 0.0 0.0
C 3.337706 3.266375 -2.273209 0.0 0.0 0.0
C 3.074183 1.964803 -1.879193 0.0 0.0 0.0
C 1.772199 1.575698 -1.533633 0.1 0.0 0.0
P 1.556484 -0.127413 -1.061802 0.0 -0.1 0.0
C 3.034857 -1.100698 -1.161414 0.0 0.1 0.0
C 3.109364 -2.176546 -2.055507 0.0 0.0 0.0
C 4.266267 -2.932502 -2.113618 0.0 0.0 0.0
C 5.335055 -2.634930 -1.276255 0.0 0.0 0.0
C 5.257623 -1.578860 -0.374813 0.0 0.0 0.0
C 4.109306 -0.813329 -0.308339 0.0 0.0 0.0
C 0.218786 -0.917657 -1.980650 -0.2 0.1 0.1
C 0.047140 -0.588296 -3.382556 0.0 0.0 0.0
C -0.704052 -1.399677 -4.180061 0.0 0.0 0.0
C -1.280800 -2.587087 -3.669517 0.0 0.0 0.0
C -0.986552 -3.014578 -2.381981 0.1 0.0 0.0
C -0.229089 -2.220843 -1.537048 0.0 -0.1 -0.1
C -1.432348 2.570336 0.747318 0.0 0.0 0.0
C -1.531720 3.901581 1.158273 0.0 0.0 0.0
C -1.835625 4.234124 2.469674 0.0 0.0 0.0
C -2.064836 3.235049 3.405355 0.0 0.0 0.0
C -1.982128 1.905417 3.026291 0.0 0.0 0.0
C -1.661350 1.573076 1.710991 0.0 0.0 0.0
P -1.506366 -0.180519 1.291949 -0.1 0.0 0.0
C -2.756975 -1.136344 2.146232 0.1 0.0 0.1
C -2.514031 -1.593375 3.445402 0.0 0.0 0.0
C -3.509410 -2.267513 4.132001 0.0 0.0 0.0
C -4.741353 -2.490450 3.528903 0.0 0.0 0.0
C -4.982882 -2.038433 2.238881 0.0 0.0 0.0
C -3.993663 -1.360991 1.545032 0.0 0.0 0.0
C 0.103220 -0.728767 1.881148 0.0 0.0 0.0
C 1.080170 0.194671 2.261902 0.0 0.0 0.0
C 2.310434 -0.253945 2.720109 0.0 0.0 0.0
C 2.577572 -1.614338 2.782951 0.0 0.0 0.0
C 1.612466 -2.537490 2.393808 0.0 0.0 0.0
C 0.377258 -2.099159 1.949040 0.0 0.0 0.0
H -2.065866 4.302637 -2.043615 0.0 0.0 0.0
H -3.267819 3.023651 -1.907113 0.0 0.0 0.0
H -2.082144 2.984483 -3.219884 0.0 0.0 0.0
H 0.226824 4.541946 -2.044896 0.0 0.0 0.0
H 2.491891 5.199470 -2.644291 0.0 0.0 0.0
H 4.342042 3.553094 -2.552426 0.0 0.0 0.0
H 3.877860 1.242278 -1.870705 0.0 0.0 0.0
H 2.281094 -2.412025 -2.711815 0.0 0.0 0.0
H 4.338347 -3.752850 -2.814246 0.0 0.0 0.0
H 6.235430 -3.232456 -1.325690 0.0 0.0 0.0
H 6.093362 -1.357375 0.274660 0.0 0.0 0.0
H 4.042840 0.006264 0.396227 0.0 0.0 0.0
H 0.487883 0.321925 -3.769237 0.0 0.0 0.0
H -0.868980 -1.128715 -5.214177 0.0 0.0 0.0
H -1.898621 -3.198037 -4.312435 0.0 0.0 0.0
H -1.360060 -3.964200 -2.023828 0.0 0.0 0.0
H 0.057909 -2.577570 -0.557349 0.0 0.0 0.0
H -1.378525 4.702622 0.443635 0.0 0.0 0.0
H -1.906963 5.273625 2.760180 0.0 0.0 0.0
H -2.316336 3.490729 4.425594 0.0 0.0 0.0
H -2.179258 1.129650 3.756089 0.0 0.0 0.0
H -1.554400 -1.430333 3.920206 0.0 0.0 0.0
H -3.324354 -2.620731 5.137291 0.0 0.0 0.0
H -5.514965 -3.020880 4.067466 0.0 0.0 0.0
H -5.941464 -2.214776 1.770735 0.0 0.0 0.0
H -4.189921 -1.008555 0.539525 0.0 0.0 0.0
H 0.871429 1.257151 2.228088 0.0 0.0 0.0
H 3.054915 0.461344 3.044826 0.0 0.0 0.0
H 3.533553 -1.961023 3.152495 0.0 0.0 0.0
H 1.816270 -3.597801 2.459511 0.0 0.0 0.0
H -0.389668 -2.820936 1.690660 0.0 0.0 0.0
S -4.705980 -0.414901 -2.591128 0.0 0.0 0.2
C -3.309544 -0.636198 -1.947543 0.0 0.0 -0.3



[3]
81
Properties=species:S:1:pos:R:3:forces:R:3 method="wB97M-V/def2-TZVPD" energy_ha=-5027.45314 fmax_ev_per_a=0.26 multiplicity=3 homo_energy_ev="-10.70 / -10.70" charge=+1
Mo -0.145491 -0.223906 -1.364315 0.2 0.1 0.1
O 5.328660 -0.118309 -0.227447 0.0 0.0 0.0
C 5.168127 -0.638099 -1.477479 0.0 0.0 0.0
C 6.314108 -0.952241 -2.196200 0.0 0.0 0.0
C 6.205565 -1.497715 -3.462739 0.0 0.0 0.0
C 4.957249 -1.729481 -4.027738 0.0 0.0 0.0
C 3.816536 -1.424097 -3.306412 0.0 0.0 0.0
C 3.907406 -0.883556 -2.028402 0.1 0.0 0.1
C 2.683748 -0.604288 -1.197727 -0.1 0.0 -0.1
O 1.492182 -0.923557 -1.914373 0.0 0.0 -0.1
N 2.659254 0.806303 -0.816503 0.0 0.1 0.0
N 1.339581 1.105633 -0.343190 0.0 -0.1 0.0
C 1.306174 1.793653 0.729862 0.0 -0.1 0.1
C 0.075621 2.179348 1.389908 0.1 0.0 0.0
Br -1.453656 2.254947 0.282199 -0.1 0.1 0.0
C -0.008719 2.473513 2.691197 0.0 0.0 0.0
C 1.074893 2.297139 3.663786 -0.1 0.1 0.0
C 1.246446 3.257007 4.663967 0.1 0.0 0.0
C 2.260027 3.115610 5.595028 0.0 0.0 0.0
C 3.088200 1.999824 5.558174 0.0 0.0 0.0
C 2.898053 1.022530 4.592598 0.0 0.0 0.0
C 1.893794 1.166648 3.646600 0.0 0.0 0.0
H 4.526092 0.359244 0.026844 0.0 0.0 0.0
H 7.276966 -0.758389 -1.743460 0.0 0.0 0.0
H 7.104000 -1.740543 -4.014555 0.0 0.0 0.0
H 4.875984 -2.154938 -5.018256 0.0 0.0 0.0
H 2.838100 -1.622880 -3.721566 0.0 0.0 0.0
H 2.684077 -1.198505 -0.279104 0.0 0.0 0.0
H 2.808991 1.363037 -1.657003 0.0 0.0 0.0
H 2.242621 2.094962 1.191573 0.0 0.0 0.0
H -0.958358 2.842445 3.065978 0.0 0.0 0.0
H 0.593531 4.120604 4.698325 0.0 0.0 0.0
H 2.401883 3.871560 6.355501 0.0 0.0 0.0
H 3.871363 1.885351 6.295626 0.0 0.0 0.0
H 3.520480 0.137698 4.583544 0.0 0.0 0.0
H 1.708738 0.378535 2.925428 0.0 0.0 0.0
C -4.101443 1.152583 5.548305 0.0 0.0 0.0
C -3.287576 0.492167 4.471499 0.1 0.0 0.1
C -2.057972 -0.100998 4.769225 -0.1 0.0 0.0
C -1.319953 -0.741544 3.792736 0.0 0.0 0.0
C -1.807561 -0.778215 2.488560 0.1 0.0 0.1
C -3.023039 -0.200530 2.167513 0.0 0.0 0.0
C -3.755499 0.430794 3.163453 0.0 0.0 -0.1
S -0.815890 -1.622746 1.308554 0.0 -0.2 0.0
O -0.845621 -3.021825 1.597477 0.0 0.0 0.0
O 0.473782 -0.956832 1.262891 0.1 0.0 0.0
N -1.431809 -1.310410 -0.171274 0.0 0.2 0.1
C -2.352114 -2.201855 -0.767425 0.1 0.0 0.0
C -3.338979 -2.915399 -0.147368 -0.1 0.0 0.0
C -4.162929 -3.774543 -0.912420 0.0 0.0 0.1
C -4.000936 -3.915011 -2.259912 0.0 0.0 0.0
C -2.985470 -3.184706 -2.924146 0.0 0.0 0.0
C -2.712474 -3.256086 -4.306066 0.0 0.0 0.0
C -1.700222 -2.506851 -4.842399 0.0 0.0 0.0
C -0.951861 -1.665364 -4.007590 0.0 0.0 0.0
N -1.178263 -1.580696 -2.711454 0.0 0.1 0.0
C -2.176596 -2.329573 -2.161303 -0.1 0.0 0.0
H -3.475041 1.465100 6.382504 0.0 0.0 0.0
H -4.851069 0.462280 5.939592 0.0 0.0 0.0
H -4.629004 2.026023 5.166175 0.0 0.0 0.0
H -1.680535 -0.064530 5.783709 0.0 0.0 0.0
H -0.372226 -1.204245 4.039218 0.0 0.0 0.0
H -3.395531 -0.240191 1.152819 0.0 0.0 0.0
H -4.707760 0.884171 2.915987 0.0 0.0 0.0
H -3.484974 -2.848882 0.922166 0.0 0.0 0.0
H -4.935318 -4.335689 -0.404190 0.0 0.0 0.0
H -4.632453 -4.582895 -2.830554 0.0 0.0 0.0
H -3.306938 -3.909856 -4.932343 0.0 0.0 0.0
H -1.469411 -2.540802 -5.896956 0.0 0.0 0.0
H -0.163614 -1.038480 -4.404422 0.0 0.0 0.0
C -1.527813 3.156398 -4.614940 0.0 0.0 0.0
C -0.175844 2.966960 -4.371329 0.0 0.0 0.0
C 0.242078 2.014795 -3.448601 0.0 0.0 0.0
C -0.687961 1.237272 -2.758911 -0.1 -0.2 0.0
C -2.045837 1.423067 -3.032501 0.0 0.0 0.0
C -2.464924 2.380895 -3.943171 0.0 0.0 0.0
H -1.851549 3.901787 -5.328867 0.0 0.0 0.0
H 0.559282 3.561409 -4.898287 0.0 0.0 0.0
H 1.306735 1.882232 -3.290064 0.0 0.0 0.0
H -2.798640 0.819359 -2.529733 0.0 0.0 0.0
H -3.521491 2.516393 -4.135806 0.0 0.0 0.0